ORCA calculation (ωB97M-V/def2-TZVPD) on 17 unconnected molecules or ions with the total composition C52H125Cl20N7O14.

Calculated values
HOMO level: -8.23 eV
Charge: 0
2S+1: 1
Gap between HOMO and LUMO: 8.557 eV
Energy relative to the best compared isomer or geometry (same formula, charge and spin): 21.6 kcal/mol
E: -12696.35231 Ha

XYZ file:
```
218
Properties=species:S:1:pos:R:3:lowdin_charge:R:1
C -3.05 -3.40 4.08 -0.102
O -3.20 -3.58 2.68 -0.230
C -2.87 -4.86 2.25 -0.247
C -3.31 -5.05 0.82 -0.242
N -3.15 -6.44 0.41 -0.071
C -3.71 -6.73 -0.90 -0.209
C -3.46 -8.20 -1.23 -0.247
O -3.96 -8.37 -2.54 -0.192
C -3.77 -9.68 -2.97 -0.127
H -3.55 -4.17 4.69 0.102
H -3.51 -2.40 4.21 0.076
H -2.02 -3.36 4.37 0.018
H -3.35 -5.57 2.94 0.128
H -1.77 -4.98 2.37 0.124
H -2.74 -4.38 0.17 0.080
H -4.38 -4.73 0.70 0.125
H -3.67 -6.99 1.09 0.117
H -3.14 -6.17 -1.64 0.086
H -4.73 -6.47 -1.00 0.100
H -3.95 -8.84 -0.49 0.122
H -2.40 -8.53 -1.22 0.082
H -2.69 -9.86 -3.18 0.100
H -4.25 -9.75 -3.94 0.088
H -4.17 -10.37 -2.25 0.083
C 9.17 -8.51 -1.35 -0.126
O 8.64 -7.50 -0.56 -0.215
C 9.66 -6.67 0.01 -0.212
C 9.03 -5.88 1.19 -0.223
N 8.00 -5.05 0.63 -0.070
C 7.16 -4.41 1.63 -0.220
C 6.10 -3.56 0.99 -0.260
O 5.21 -4.38 0.27 -0.189
C 4.18 -3.57 -0.28 -0.115
H 8.34 -9.15 -1.65 0.090
H 9.91 -9.03 -0.65 0.109
H 9.67 -8.05 -2.18 0.079
H 10.07 -5.97 -0.73 0.124
H 10.54 -7.21 0.43 0.118
H 9.80 -5.26 1.71 0.129
H 8.60 -6.60 1.90 0.113
H 7.45 -5.70 0.05 0.113
H 7.76 -3.74 2.24 0.118
H 6.75 -5.16 2.38 0.126
H 6.59 -2.85 0.30 0.138
H 5.57 -2.99 1.77 0.086
H 3.71 -2.95 0.50 0.023
H 3.38 -4.25 -0.62 0.086
H 4.44 -2.92 -1.10 0.084
C -0.53 0.50 4.67 -0.129
O -0.17 0.11 3.36 -0.238
C -0.49 -1.26 3.17 -0.202
C 0.20 -1.76 1.86 -0.203
N -0.30 -0.94 0.78 -0.046
C 0.36 -1.20 -0.49 -0.186
C 0.14 0.00 -1.46 -0.177
O 0.76 1.09 -0.80 -0.203
C 0.43 2.30 -1.45 -0.101
H 0.22 0.18 5.44 0.070
H -1.56 0.20 4.90 0.077
H -0.56 1.60 4.73 0.076
H -1.58 -1.31 3.03 0.068
H -0.14 -1.84 4.06 0.128
H -0.06 -2.85 1.74 0.097
H 1.31 -1.77 1.88 0.049
H -0.23 0.04 0.99 0.089
H 0.01 -2.11 -0.96 0.085
H 1.44 -1.35 -0.27 0.109
H -0.92 0.12 -1.65 0.113
H 0.66 -0.36 -2.33 0.113
H 0.83 2.31 -2.46 0.067
H 0.84 3.15 -0.90 0.076
H -0.64 2.45 -1.49 0.048
C 5.16 11.76 2.10 -0.107
O 4.81 10.61 1.36 -0.183
C 4.01 10.95 0.26 -0.268
C 4.01 9.79 -0.68 -0.233
N 2.93 9.80 -1.64 -0.058
C 3.10 8.72 -2.60 -0.202
C 2.69 7.29 -2.11 -0.222
O 1.53 7.38 -1.33 -0.180
C 0.82 6.22 -1.12 -0.124
H 5.76 12.44 1.49 0.090
H 5.66 11.47 3.00 0.077
H 4.24 12.27 2.39 0.081
H 4.29 11.89 -0.23 0.126
H 2.99 11.17 0.61 0.128
H 3.94 8.94 0.02 0.125
H 5.02 9.73 -1.14 0.134
H 2.08 9.68 -1.10 0.107
H 4.11 8.78 -2.97 0.107
H 2.45 8.94 -3.47 0.114
H 3.55 6.83 -1.54 0.115
H 2.60 6.71 -3.03 0.084
H 1.19 5.39 -1.76 0.077
H -0.24 6.40 -1.35 0.088
H 1.00 5.91 -0.10 0.069
C 3.26 6.63 -5.84 -0.118
O 1.97 6.10 -5.98 -0.205
C 1.85 4.70 -6.05 -0.241
C 0.45 4.34 -5.70 -0.221
N 0.12 4.64 -4.32 -0.029
C -1.12 4.07 -3.79 -0.207
C -2.35 4.18 -4.72 -0.237
O -2.56 5.49 -5.07 -0.164
C -3.19 6.22 -4.07 -0.121
H 3.70 6.34 -4.90 0.054
H 3.11 7.74 -5.95 0.112
H 3.95 6.28 -6.62 0.089
H 2.56 4.24 -5.27 0.144
H 2.16 4.44 -7.03 0.110
H 0.35 3.25 -5.82 0.118
H -0.14 4.85 -6.50 0.138
H 0.23 5.65 -4.15 0.117
H -1.25 4.62 -2.82 0.097
H -1.01 3.00 -3.59 0.074
H -3.18 3.70 -4.17 0.103
H -2.12 3.64 -5.63 0.105
H -3.47 7.17 -4.54 0.094
H -2.56 6.50 -3.22 0.076
H -4.07 5.71 -3.64 0.090
C -10.18 0.65 6.16 -0.099
O -9.29 -0.40 6.52 -0.206
C -8.20 0.01 7.29 -0.271
C -7.47 -1.23 7.72 -0.205
N -6.74 -1.95 6.65 -0.061
C -5.60 -1.23 6.07 -0.204
C -4.38 -1.69 6.85 -0.231
O -3.14 -1.13 6.46 -0.215
C -2.00 -1.76 7.03 -0.120
H -10.76 0.89 7.06 0.089
H -10.89 0.15 5.46 0.096
H -9.67 1.50 5.70 0.087
H -8.51 0.62 8.19 0.131
H -7.57 0.77 6.73 0.127
H -8.12 -2.00 8.17 0.127
H -6.78 -0.89 8.54 0.122
H -7.46 -2.23 6.00 0.106
H -5.85 -0.18 5.98 0.104
H -5.41 -1.61 5.08 0.099
H -4.37 -2.79 6.71 0.124
H -4.64 -1.47 7.92 0.125
H -2.23 -2.15 8.04 0.103
H -1.14 -1.09 7.01 0.060
H -1.78 -2.61 6.38 0.016
C 2.46 0.69 -4.83 -0.112
O 1.35 0.82 -5.71 -0.214
C 1.41 0.14 -6.93 -0.226
C 0.09 0.39 -7.66 -0.225
N -0.98 0.01 -6.79 -0.055
C -2.20 0.69 -7.15 -0.236
C -3.09 0.63 -6.00 -0.193
O -2.40 1.19 -4.82 -0.224
C -3.08 1.06 -3.60 -0.136
H 2.27 1.43 -4.08 0.050
H 3.45 0.89 -5.24 0.067
H 2.48 -0.37 -4.46 0.102
H 1.53 -0.93 -6.71 0.128
H 2.20 0.49 -7.60 0.121
H 0.01 -0.13 -8.62 0.122
H 0.13 1.45 -7.97 0.109
H -0.78 -0.02 -5.81 0.097
H -2.63 0.07 -7.92 0.119
H -1.98 1.77 -7.48 0.145
H -3.43 -0.41 -5.77 0.129
H -4.03 1.21 -6.20 0.135
H -4.05 1.54 -3.67 0.046
H -2.44 1.62 -2.89 0.046
H -3.18 0.05 -3.16 0.095
C 1.19 -4.58 6.56 -0.961
Cl -0.42 -4.94 5.97 0.570
Cl 1.45 -2.87 7.12 0.491
H 1.40 -5.25 7.35 0.011
H 1.84 -4.68 5.69 -0.047
C 2.90 2.49 6.36 -0.974
Cl 3.03 1.23 5.02 0.511
Cl 1.41 2.59 7.21 0.564
H 3.63 2.24 7.09 0.002
H 3.03 3.49 5.90 0.039
C -3.94 -1.01 1.11 -0.915
Cl -3.70 0.16 2.47 0.573
Cl -5.42 -0.63 0.18 0.499
H -3.12 -0.95 0.42 0.009
H -4.08 -1.99 1.57 0.004
C 4.30 2.55 -2.09 -1.012
Cl 4.94 4.16 -2.40 0.519
Cl 5.32 1.39 -3.00 0.508
H 4.48 2.24 -1.03 -0.035
H 3.24 2.52 -2.36 0.006
C -4.40 -3.90 -3.76 -0.941
Cl -5.15 -3.46 -2.19 0.490
Cl -2.63 -3.76 -3.63 0.496
H -4.59 -4.91 -3.98 0.009
H -4.75 -3.13 -4.39 -0.006
C -1.71 2.96 2.27 -1.093
Cl -3.06 3.82 2.99 0.532
Cl -0.30 3.94 1.97 0.572
H -1.50 2.18 2.98 -0.034
H -2.07 2.58 1.37 -0.058
C 0.00 -6.76 -0.48 -0.968
Cl -0.13 -4.99 -0.30 0.556
Cl -0.30 -7.17 -2.16 0.568
H 0.99 -7.09 -0.22 0.016
H -0.78 -7.17 0.16 0.011
C -5.03 3.14 -0.46 -0.994
Cl -5.96 2.86 -1.93 0.528
Cl -3.38 3.62 -0.91 0.559
H -5.49 3.95 0.07 0.023
H -4.96 2.24 0.20 0.003
C 2.63 0.62 1.69 -0.972
Cl 3.49 2.12 1.31 0.567
Cl 3.76 -0.69 2.21 0.516
H 1.93 0.84 2.51 -0.014
H 2.12 0.22 0.83 -0.020
C 3.19 -5.71 2.63 -1.031
Cl 2.48 -6.96 3.65 0.546
Cl 2.79 -4.08 3.12 0.578
H 4.30 -5.84 2.65 0.036
H 2.79 -5.72 1.63 0.001
```